Entry 1:
Below is a cluster of 6 separate species, C45H68Br3F3O20S in total in a non-equilibrium geometry, with properties calculated with the ωB97M-V functional and the def2-TZVPD basis.

Computed properties:
SMILES: C#CCCC[C@H](CO[C@@](CCCCC)(CC[C@@](F)(Br)C(F)(F)Br)CC(=O)Br)O[C@@H](S)CCOC(=O)CC.C[C@@H]1COC(=O)O1.C[C@@H]1COC(=O)O1.C[C@@H]1COC(=O)O1.C[C@@H]1COC(=O)O1.C[C@@H]1COC(=O)O1

Last column: Löwdin charge in e.
CARTESIAN COORDINATES (ANGSTROEM)
C -3.431 -2.890 7.880  0.044
C -2.695 -2.898 6.809  -0.131
C -1.643 -2.766 5.602  -0.222
C -2.179 -3.462 4.226  -0.167
C -0.896 -3.439 3.200  -0.129
C -1.061 -2.118 2.244  -0.308
C -2.185 -2.594 1.131  -0.119
O -2.138 -1.894 -0.113  -0.095
C -2.703 -0.576 -0.138  -0.391
C -2.966 -0.302 -1.740  -0.118
C -3.359 1.212 -2.103  -0.197
C -2.256 1.975 -3.049  -0.199
C -3.030 3.248 -3.734  -0.224
C -3.251 4.328 -2.517  -0.124
C -4.141 -0.393 0.557  -0.096
C -4.123 0.282 2.023  -0.167
C -5.258 -0.270 3.033  -0.674
F -5.452 -1.696 2.995  -0.079
Br -4.550 0.123 4.889  0.739
C -6.668 0.545 2.941  -0.682
F -6.377 1.920 3.314  -0.070
F -7.301 0.427 1.665  0.008
Br -7.823 -0.153 4.442  0.760
C -1.654 0.610 0.305  -0.065
C -0.302 0.611 -0.583  -0.631
O 0.141 -0.356 -1.252  -0.009
Br 0.843 2.278 -0.614  0.696
O 0.106 -1.788 1.479  -0.150
C 1.171 -1.135 2.171  -0.590
S 0.941 -0.640 3.931  0.806
C 2.536 -2.049 2.095  -0.115
C 3.770 -1.011 1.780  -0.174
O 3.994 -0.047 2.852  -0.090
C 3.804 1.308 2.432  -0.344
O 4.262 1.830 1.367  0.025
C 2.981 2.319 3.419  -0.139
C 1.495 2.654 2.899  -0.162
H -4.034 -2.773 8.852  0.045
H -1.410 -1.637 5.461  0.084
H -0.644 -3.241 5.959  0.121
H -2.520 -4.524 4.492  0.119
H -3.046 -2.785 3.844  0.094
H -0.780 -4.411 2.603  0.118
H 0.039 -3.353 3.880  0.092
H -1.577 -1.241 2.791  0.118
H -1.866 -3.692 0.895  0.148
H -3.202 -2.693 1.650  0.118
H -2.122 -0.710 -2.400  0.123
H -3.900 -0.957 -1.984  0.128
H -3.679 1.865 -1.199  0.099
H -4.312 1.157 -2.774  0.118
H -1.395 2.436 -2.446  0.057
H -1.809 1.265 -3.835  0.119
H -4.007 2.947 -4.253  0.101
H -2.318 3.757 -4.511  0.082
H -2.717 5.328 -2.707  0.071
H -2.791 3.875 -1.551  0.059
H -4.376 4.431 -2.316  0.070
H -4.902 0.220 -0.073  0.131
H -4.628 -1.449 0.640  0.135
H -3.125 0.223 2.580  0.073
H -4.353 1.413 1.867  0.140
H -1.290 0.475 1.406  0.117
H -2.165 1.656 0.315  0.130
H 1.444 -0.171 1.571  0.096
H 2.184 -0.861 4.550  -0.083
H 2.802 -2.521 3.117  0.104
H 2.499 -2.828 1.254  0.133
H 3.522 -0.537 0.758  0.127
H 4.722 -1.671 1.731  0.139
H 3.575 3.320 3.375  0.124
H 2.999 1.969 4.515  0.109
H 1.480 3.483 2.083  0.058
H 0.844 3.048 3.777  0.089
H 0.934 1.760 2.436  0.009
C -1.490 7.718 -7.426  -0.022
C -0.523 6.904 -6.593  -0.348
C 0.689 6.447 -7.351  -0.109
O 1.056 5.266 -6.650  0.068
C -0.091 4.766 -6.107  -0.526
O -0.191 3.674 -5.619  0.147
O -1.110 5.669 -6.195  0.079
H -2.392 7.941 -6.851  0.088
H -1.037 8.658 -7.749  0.092
H -1.813 7.160 -8.310  0.092
H -0.249 7.455 -5.686  0.162
H 1.497 7.180 -7.328  0.143
H 0.477 6.179 -8.391  0.143
C 6.886 0.643 6.680  -0.019
C 6.158 -0.628 7.061  -0.346
C 6.789 -1.871 6.508  -0.107
O 5.681 -2.759 6.419  0.071
C 4.576 -1.980 6.249  -0.523
O 3.493 -2.396 5.936  0.131
O 4.861 -0.666 6.475  0.082
H 6.331 1.518 7.029  0.089
H 7.889 0.668 7.112  0.093
H 6.968 0.739 5.594  0.091
H 6.039 -0.684 8.149  0.162
H 7.560 -2.277 7.165  0.144
H 7.206 -1.740 5.505  0.143
C 2.911 -0.150 -2.794  -0.028
C 4.421 -0.223 -2.726  -0.341
C 5.097 1.094 -2.964  -0.102
O 6.361 0.696 -3.482  0.068
C 6.166 -0.508 -4.092  -0.517
O 6.967 -1.044 -4.810  0.136
O 4.941 -1.022 -3.785  0.092
H 2.477 -1.150 -2.707  0.089
H 2.510 0.477 -1.995  0.020
H 2.578 0.250 -3.757  0.099
H 4.735 -0.673 -1.777  0.155
H 5.218 1.675 -2.048  0.142
H 4.596 1.712 -3.716  0.144
C 8.519 -1.639 -7.293  -0.033
C 8.703 -2.633 -8.419  -0.344
C 10.068 -3.254 -8.456  -0.114
O 10.215 -3.579 -9.833  0.060
C 9.450 -2.686 -10.525  -0.534
O 9.492 -2.535 -11.715  0.149
O 8.636 -1.984 -9.686  0.086
H 7.545 -1.151 -7.371  0.083
H 8.589 -2.128 -6.319  0.081
H 9.270 -0.844 -7.342  0.094
H 7.914 -3.392 -8.386  0.162
H 10.138 -4.149 -7.836  0.141
H 10.870 -2.563 -8.179  0.140
C -11.217 -1.252 3.390  -0.040
C -11.101 -2.688 3.853  -0.351
C -10.544 -3.614 2.812  -0.110
O -11.112 -4.863 3.183  0.065
C -12.289 -4.581 3.815  -0.531
O -13.127 -5.396 4.083  0.156
O -12.387 -3.249 4.096  0.087
H -11.713 -0.645 4.152  0.091
H -10.233 -0.824 3.184  0.017
H -11.828 -1.178 2.486  0.093
H -10.528 -2.739 4.787  0.158
H -9.454 -3.661 2.833  0.141
H -10.873 -3.375 1.795  0.142

---

Entry 2:
Below is a cluster of 18 separate species, C45H81F9O36S9 in total in a non-equilibrium geometry, with properties calculated with the ωB97M-V functional and the def2-TZVPD basis.

Last column: Löwdin charge in e.
CARTESIAN COORDINATES (ANGSTROEM)
C 3.220 -9.812 28.617  -0.026
C 3.146 -10.861 27.581  -0.301
O 2.015 -10.576 26.816  0.146
C 1.198 -9.818 27.607  -0.520
O 0.056 -9.478 27.334  0.148
O 1.794 -9.530 28.772  0.057
F 2.876 -12.059 28.233  0.060
H 3.664 -8.909 28.167  0.142
H 3.621 -10.201 29.513  0.123
H 3.974 -10.941 26.880  0.173
C 3.847 -8.850 32.167  -0.013
C 2.952 -7.738 32.693  -0.254
O 1.665 -8.070 32.204  0.085
C 1.722 -9.461 31.933  -0.521
O 0.635 -9.997 31.724  0.132
O 2.908 -9.930 32.064  0.114
F 3.298 -6.487 32.142  0.014
H 4.670 -9.078 32.863  0.155
H 4.246 -8.603 31.182  0.102
H 2.956 -7.613 33.760  0.145
C 2.466 -2.143 32.747  -0.015
C 2.949 -3.431 32.096  -0.345
O 4.287 -3.250 32.167  0.102
C 4.549 -1.860 32.006  -0.509
O 5.593 -1.404 31.645  0.143
O 3.433 -1.194 32.302  0.069
F 2.545 -3.592 30.807  0.055
H 2.586 -2.108 33.844  0.156
H 1.452 -2.015 32.372  0.132
H 2.693 -4.424 32.555  0.177
C 12.771 -3.758 30.908  -0.030
C 11.719 -4.820 30.942  -0.340
O 11.991 -5.599 29.815  0.134
C 12.515 -4.736 28.892  -0.535
O 12.525 -4.968 27.704  0.151
O 13.033 -3.685 29.498  0.102
F 10.442 -4.357 30.994  0.065
H 13.702 -4.099 31.407  0.153
H 12.444 -2.771 31.316  0.133
H 11.731 -5.475 31.793  0.160
C 10.141 -0.114 22.637  0.014
C 11.109 -1.281 22.779  -0.237
O 10.329 -2.312 23.428  0.117
C 9.132 -1.743 23.850  -0.547
O 8.429 -2.243 24.716  0.117
O 8.937 -0.568 23.373  0.101
F 12.282 -0.852 23.440  0.029
H 9.770 0.144 21.642  0.144
H 10.565 0.749 23.199  0.152
H 11.404 -1.700 21.830  0.161
C 4.820 -5.481 29.766  -0.078
C 5.664 -4.224 29.588  -0.263
O 6.119 -4.271 28.249  0.102
C 5.658 -5.445 27.625  -0.508
O 5.846 -5.784 26.518  0.147
O 4.958 -6.199 28.559  -0.025
F 6.766 -4.317 30.442  0.022
H 3.745 -5.203 29.816  0.118
H 5.169 -6.225 30.528  0.129
H 5.202 -3.266 29.758  0.119
C 1.200 -1.406 29.051  -0.022
C 0.216 -2.442 29.648  -0.309
O -0.771 -2.544 28.670  0.126
C -0.333 -1.980 27.511  -0.606
O -0.950 -2.044 26.505  0.180
O 0.884 -1.486 27.644  0.039
F -0.346 -2.004 30.824  0.051
H 2.267 -1.519 29.237  0.105
H 0.935 -0.378 29.306  0.146
H 0.684 -3.388 29.843  0.118
C 9.013 -5.520 25.363  -0.032
C 10.132 -6.291 26.015  -0.301
O 11.009 -6.621 24.993  0.164
C 10.463 -6.319 23.812  -0.571
O 11.004 -6.417 22.753  0.162
O 9.231 -5.811 23.974  0.058
F 9.746 -7.488 26.559  0.040
H 9.181 -4.424 25.480  0.136
H 8.043 -5.793 25.787  0.116
H 10.664 -5.745 26.799  0.141
C -0.698 -7.592 29.993  -0.022
C -1.043 -6.910 31.315  -0.351
O -2.161 -6.196 31.142  0.141
C -2.522 -6.251 29.755  -0.472
O -3.487 -5.743 29.271  0.178
O -1.645 -6.991 29.047  0.045
F 0.047 -6.108 31.658  0.017
H -0.934 -8.666 30.104  0.140
H 0.273 -7.428 29.552  0.118
H -1.158 -7.600 32.135  0.160
C 6.792 -7.969 23.889  -0.269
S 6.872 -9.100 22.455  0.833
O 5.810 -8.668 21.474  -0.576
C 8.343 -8.485 21.518  -0.228
H 5.996 -8.294 24.568  0.035
H 6.572 -6.949 23.550  0.060
H 7.694 -8.091 24.483  0.032
H 8.392 -9.130 20.640  0.051
H 9.265 -8.560 22.067  0.031
H 8.165 -7.432 21.327  0.056
C 7.327 -9.156 27.631  -0.208
S 7.329 -7.964 29.048  0.882
O 6.155 -8.406 29.890  -0.557
C 8.883 -8.559 29.812  -0.236
H 6.983 -10.092 28.015  0.045
H 8.341 -9.325 27.296  0.039
H 6.705 -8.756 26.834  0.028
H 8.788 -8.219 30.855  0.049
H 9.781 -8.110 29.405  0.042
H 9.053 -9.640 29.761  0.063
C 7.366 -5.653 34.101  -0.253
S 5.874 -5.466 35.125  0.822
O 4.947 -6.627 34.879  -0.565
C 6.643 -5.794 36.766  -0.235
H 7.815 -6.643 34.226  0.060
H 8.036 -4.909 34.502  0.033
H 7.091 -5.434 33.039  0.055
H 7.572 -5.243 36.950  0.060
H 6.725 -6.863 36.904  0.054
H 5.904 -5.380 37.421  0.030
C 3.729 -0.105 26.482  -0.241
S 4.666 -1.434 27.210  0.850
O 4.664 -1.102 28.699  -0.571
C 6.300 -0.829 26.621  -0.214
H 2.680 -0.319 26.747  0.040
H 3.958 -0.028 25.405  0.078
H 3.963 0.760 27.074  0.020
H 6.948 -1.470 27.202  0.029
H 6.341 0.228 26.786  0.038
H 6.454 -1.092 25.549  0.050
C 9.499 1.384 30.824  -0.223
S 9.990 -0.407 30.328  0.862
O 10.781 -1.050 31.449  -0.594
C 8.273 -1.105 30.285  -0.241
H 9.171 1.819 29.896  0.021
H 10.437 1.939 30.960  0.042
H 8.831 1.504 31.681  0.044
H 7.592 -0.703 31.031  0.011
H 8.424 -2.188 30.466  0.051
H 7.827 -0.894 29.322  0.030
C 1.918 -2.816 23.919  -0.270
S 3.129 -3.631 22.841  0.850
O 3.686 -2.610 21.852  -0.583
C 4.559 -3.787 23.968  -0.234
H 2.101 -2.942 24.963  -0.023
H 0.891 -2.995 23.631  0.051
H 1.984 -1.733 23.784  0.058
H 5.365 -4.331 23.499  0.049
H 4.214 -4.384 24.779  0.002
H 4.830 -2.792 24.341  0.047
C 5.431 3.939 30.243  -0.241
S 5.657 2.214 29.599  0.823
O 5.278 2.206 28.178  -0.557
C 4.230 1.507 30.472  -0.254
H 5.633 3.884 31.320  0.050
H 4.382 4.271 30.100  0.061
H 6.106 4.575 29.685  0.039
H 4.555 1.234 31.479  0.037
H 4.048 0.533 30.017  0.011
H 3.332 2.099 30.566  0.059
C -0.056 -5.360 26.930  -0.215
S 1.613 -4.766 26.810  0.872
O 2.032 -4.301 28.180  -0.520
C 2.388 -6.382 26.574  -0.215
H -0.108 -6.299 27.441  0.028
H -0.525 -5.397 25.948  0.077
H -0.668 -4.621 27.523  0.075
H 1.817 -6.887 25.818  0.061
H 2.306 -6.921 27.532  0.056
H 3.440 -6.315 26.327  0.027
C 5.478 -0.414 34.802  -0.267
S 7.094 0.270 35.194  0.826
O 7.314 -0.063 36.651  -0.577
C 8.248 -0.863 34.334  -0.225
H 4.702 0.097 35.371  0.058
H 5.426 -1.495 35.028  0.066
H 5.384 -0.186 33.712  0.034
H 7.969 -1.894 34.445  0.040
H 9.229 -0.643 34.744  0.056
H 8.244 -0.589 33.266  0.026

---

Entry 3:
Below is a cluster of 9 separate species, C45H83BF13N2O10S in total in a non-equilibrium geometry, with properties calculated with the ωB97M-V functional and the def2-TZVPD basis.

Computed properties:
Net charge: -1

Last column: Löwdin charge in e.
CARTESIAN COORDINATES (ANGSTROEM)
C -0.279 -6.761 0.429  -0.127
C -0.834 -5.922 -0.752  -0.240
C -1.824 -4.840 -0.252  -0.267
N -1.481 -3.482 -0.647  0.030
B -2.054 -2.380 0.256  -0.639
C -0.948 -1.285 0.805  -0.108
C 0.401 -1.872 1.303  -0.090
C 1.639 -1.848 0.425  -0.417
F 2.730 -1.670 1.228  0.092
F 1.822 -3.100 -0.089  0.097
C 1.737 -0.902 -0.795  -0.354
F 2.863 -1.318 -1.476  0.100
F 0.752 -1.107 -1.644  0.195
C 2.007 0.591 -0.490  -0.367
F 3.160 0.792 0.116  0.184
F 1.109 0.930 0.473  0.142
C 1.713 1.629 -1.610  -0.457
F 1.858 2.819 -1.042  0.130
F 0.459 1.605 -1.965  0.174
S 2.764 1.612 -3.176  0.785
F 1.592 2.378 -3.951  -0.145
F 2.211 0.243 -3.690  -0.096
F 4.027 0.986 -2.475  -0.118
F 3.347 3.064 -2.804  -0.155
F 3.620 1.714 -4.518  -0.137
N -3.092 -1.542 -0.637  0.069
C -3.781 -0.552 0.131  -0.509
C -4.080 0.781 -0.592  0.012
O -4.131 -0.665 1.265  0.085
C -4.110 -2.403 -1.184  -0.485
C -5.055 -3.148 -0.247  -0.005
O -4.234 -2.500 -2.358  0.105
H 0.282 -6.086 1.089  0.062
H -1.102 -7.220 0.984  0.064
H 0.408 -7.528 0.047  0.056
H -0.039 -5.537 -1.399  0.096
H -1.405 -6.642 -1.360  0.089
H -2.805 -5.070 -0.713  0.098
H -1.998 -4.944 0.836  0.097
H -0.492 -3.381 -0.834  0.058
H -2.621 -2.839 1.222  0.097
H -0.873 -0.485 0.053  0.082
H -1.418 -0.803 1.676  0.088
H 0.219 -2.917 1.594  0.126
H 0.658 -1.370 2.243  0.103
H -5.169 0.834 -0.707  0.077
H -3.702 1.585 0.045  0.073
H -3.605 0.747 -1.577  0.058
H -4.695 -3.192 0.785  0.069
H -6.004 -2.596 -0.209  0.080
H -5.201 -4.173 -0.590  0.075
C -1.183 0.490 -5.500  -0.178
C -2.004 -0.695 -5.987  -0.173
C -2.973 -0.896 -4.833  -0.196
O -3.190 0.400 -4.253  -0.141
C -2.232 1.318 -4.774  -0.212
H -0.686 1.041 -6.300  0.108
H -0.423 0.149 -4.796  0.099
H -2.549 -0.420 -6.896  0.108
H -1.411 -1.583 -6.203  0.110
H -2.551 -1.546 -4.063  0.111
H -3.927 -1.317 -5.151  0.117
H -2.749 1.997 -5.466  0.113
H -1.813 1.909 -3.957  0.108
C 1.272 4.551 1.573  -0.171
C 1.502 4.120 3.015  -0.164
C 0.145 4.399 3.641  -0.198
O -0.830 4.216 2.611  -0.131
C -0.168 4.117 1.344  -0.194
H 1.968 4.105 0.867  0.092
H 1.353 5.639 1.492  0.106
H 1.720 3.050 3.053  0.113
H 2.315 4.651 3.510  0.110
H 0.074 5.433 3.993  0.094
H -0.078 3.732 4.476  0.119
H -0.222 3.076 1.013  0.107
H -0.685 4.741 0.612  0.119
C 2.048 9.967 4.583  -0.177
C 0.795 9.665 3.774  -0.171
C 0.595 8.184 4.051  -0.212
O 1.109 7.940 5.366  -0.141
C 1.851 9.081 5.804  -0.210
H 2.166 11.020 4.837  0.109
H 2.935 9.648 4.028  0.113
H -0.049 10.238 4.167  0.114
H 0.892 9.889 2.712  0.113
H 1.163 7.567 3.346  0.109
H -0.453 7.885 4.007  0.120
H 1.263 9.593 6.574  0.116
H 2.793 8.755 6.246  0.115
C 2.566 6.862 -4.492  -0.172
C 1.702 5.734 -5.035  -0.170
C 0.653 5.595 -3.945  -0.199
O 0.483 6.896 -3.368  -0.137
C 1.531 7.755 -3.825  -0.211
H 3.145 7.381 -5.256  0.109
H 3.261 6.471 -3.744  0.113
H 1.230 6.045 -5.972  0.115
H 2.247 4.810 -5.220  0.103
H 0.990 4.916 -3.155  0.105
H -0.305 5.237 -4.324  0.121
H 1.100 8.466 -4.540  0.114
H 1.937 8.315 -2.981  0.114
C -9.911 -4.518 0.970  -0.177
C -9.910 -5.940 0.429  -0.181
C -8.699 -5.921 -0.491  -0.206
O -7.773 -4.988 0.070  -0.144
C -8.422 -4.234 1.096  -0.204
H -10.447 -4.405 1.912  0.109
H -10.361 -3.842 0.238  0.113
H -9.750 -6.649 1.246  0.111
H -10.831 -6.217 -0.085  0.107
H -8.967 -5.572 -1.494  0.118
H -8.222 -6.898 -0.579  0.116
H -8.034 -4.571 2.063  0.120
H -8.183 -3.176 0.978  0.114
C -0.793 -2.545 5.953  -0.169
C -0.958 -4.045 6.148  -0.177
C -1.672 -4.447 4.866  -0.204
O -1.234 -3.542 3.854  -0.135
C -0.531 -2.454 4.458  -0.209
H 0.006 -2.108 6.552  0.108
H -1.726 -2.031 6.202  0.113
H 0.024 -4.524 6.196  0.110
H -1.513 -4.315 7.047  0.106
H -2.759 -4.345 4.965  0.118
H -1.446 -5.470 4.560  0.115
H 0.535 -2.577 4.234  0.110
H -0.873 -1.512 4.026  0.117
C 5.241 -3.581 2.969  -0.170
C 5.795 -3.684 4.383  -0.178
C 4.548 -3.451 5.224  -0.213
O 3.445 -3.952 4.467  -0.143
C 3.872 -4.220 3.124  -0.193
H 5.857 -4.074 2.218  0.113
H 5.134 -2.530 2.687  0.111
H 6.182 -4.692 4.559  0.111
H 6.592 -2.971 4.598  0.108
H 4.382 -2.382 5.400  0.116
H 4.589 -3.960 6.189  0.113
H 3.924 -5.307 2.996  0.119
H 3.141 -3.823 2.422  0.101
C 6.485 -0.240 -5.971  -0.171
C 6.381 -0.097 -4.460  -0.172
C 6.437 -1.546 -4.004  -0.194
O 7.239 -2.246 -4.964  -0.141
C 7.446 -1.411 -6.107  -0.212
H 6.837 0.660 -6.476  0.111
H 5.509 -0.505 -6.387  0.116
H 7.248 0.450 -4.079  0.120
H 5.484 0.417 -4.130  0.070
H 5.441 -2.000 -3.998  0.121
H 6.875 -1.659 -3.011  0.118
H 8.488 -1.071 -6.095  0.114
H 7.280 -1.990 -7.017  0.114

---

Going through the records in order, we get lowest unoccupied orbital energy values of -0.30, -0.20, 1.86 eV.
Going through the records in order, we get E_tot values of -11679.82091, -8954.21691, -4347.51934 Eh.
Going through the records in order, we get HOMO-LUMO gap values of 0.331, 0.308, 0.224 Ha.